DFT (ωB97M-V/def2-TZVPD) results for a cluster of 2 separate species, C3H8NO2 in total at a distorted geometry.

Calculated values
2S+1: 1
Net charge: +1
E_HOMO in eV: -14.1
Energy above the lowest of the compared OMol25 structures with the same formula, charge and spin in kcal/mol: 101.83

The geometry in XYZ format:
```
14
Properties=species:S:1:pos:R:3:lowdin_charge:R:1
C -1.9441 0.4404 -0.3679 0.09
C -0.5890 0.2623 -0.0022 -0.19
C 0.7990 0.6903 -0.3696 -0.18
N 1.7885 0.4580 0.6444 0.02
O -1.4046 0.3091 0.9774 0.19
O -0.1962 -1.7638 -0.2081 0.05
H -2.5105 1.3225 -0.5471 0.15
H -2.4630 -0.4033 -0.4864 0.09
H 0.7587 1.8124 -0.5371 0.17
H 1.0815 0.0871 -1.3266 0.18
H 2.4772 -0.2265 0.4326 0.07
H 0.7807 -1.8534 -0.0710 0.12
H 2.0239 1.1487 1.3813 0.12
H -0.6021 -2.2838 0.4805 0.11
```

***

DFT (ωB97M-V/def2-TZVPD) results for the ion C3H8NO2 with charge +1.

Calculated values
2S+1: 1
SMILES: [NH3+]CCC(=O)O
Net charge: +1
E_HOMO in eV: -15.7
Energy above the lowest of the compared OMol25 structures with the same formula, charge and spin in kcal/mol: 0.00

The geometry in XYZ format:
```
14
Properties=species:S:1:pos:R:3:lowdin_charge:R:1
C -0.9319 -0.2339 -0.2006 -0.05
C -0.4380 0.9478 0.6318 -0.13
C 0.1454 -0.7989 -1.1056 -0.49
N 0.8661 0.6026 1.2561 0.17
O 1.3370 -0.6254 -0.9130 0.10
O -0.3364 -1.5043 -2.0871 0.19
H -1.2777 -1.0541 0.4352 0.15
H -1.7809 0.0628 -0.8155 0.15
H -0.2813 1.8158 -0.0107 0.15
H -1.1732 1.2063 1.3948 0.14
H 1.3473 1.4245 1.6283 0.17
H 0.7618 -0.0884 2.0049 0.18
H 1.4185 0.1501 0.4401 0.12
H 0.3433 -1.9050 -2.6586 0.17
```

***

DFT (ωB97M-V/def2-TZVPD) results for a cluster of 2 separate species, C3H8NO2 in total at a distorted geometry.

Calculated values
2S+1: 3
Net charge: +1
E_HOMO (alpha / beta) in eV: -10.9 / -16.0
<S²>: 2.004
Energy above the lowest of the compared OMol25 structures with the same formula, charge and spin in kcal/mol: 61.96

The geometry in XYZ format:
```
14
Properties=species:S:1:pos:R:3:mulliken_spin:R:1
C 0.0555 0.6806 0.3141 0.98
C -0.9197 -0.3055 0.8291 0.10
C 2.5395 0.5868 0.3992 0.58
N -2.0969 -0.1517 0.0551 0.03
O -0.4469 1.6291 -0.2968 0.09
O 3.0866 -0.1173 -0.5389 0.16
H -1.0131 0.0371 1.8246 0.02
H -0.4500 -1.2703 0.8512 0.00
H 2.8923 1.5746 0.3432 0.03
H 2.0353 0.2192 1.2471 -0.02
H -3.0423 0.0080 0.5442 0.00
H -2.4017 -0.8284 -0.7722 0.00
H -1.4826 1.2054 -0.4629 0.05
H 2.8103 -0.9685 -0.3667 -0.02
```

***

DFT (ωB97M-V/def2-TZVPD) results for a structure of composition C3H8NO2P at a distorted geometry.

Calculated values
2S+1: 1
Net charge: 0
E_HOMO (alpha / beta) in eV: -9.5 / -7.9
Energy above the lowest of the compared OMol25 structures with the same formula, charge and spin in kcal/mol: 107.01

The geometry in XYZ format:
```
15
Properties=species:S:1:pos:R:3:lowdin_charge:R:1
C -1.2968 -0.7931 -0.2668 -0.21
C -0.2529 -1.4193 -1.2075 -0.27
C -0.3302 0.2712 0.4773 -0.50
N -0.8014 1.5637 0.8060 0.01
O 0.8717 1.0038 -1.9363 -0.37
O 3.0620 0.1406 1.3309 -0.13
P 0.9160 0.0101 -0.8935 0.83
H -2.1954 -0.4156 -0.8067 0.12
H -1.5675 -1.5493 0.5136 0.11
H 0.3851 -2.2352 -0.9323 0.06
H -0.6168 -1.3151 -2.2475 0.09
H 0.0976 -0.3008 1.3483 0.11
H -0.4569 2.3345 0.1809 0.10
H 3.0030 0.9891 1.7970 -0.02
H -0.8177 1.7154 1.8365 0.09
```

***

DFT (ωB97M-V/def2-TZVPD) results for a cluster of 2 separate species, C3H8NO2S in total at a distorted geometry.

Calculated values
2S+1: 1
Net charge: -1
E_HOMO in eV: -3.5
Energy above the lowest of the compared OMol25 structures with the same formula, charge and spin in kcal/mol: 84.40

The geometry in XYZ format:
```
15
Properties=species:S:1:pos:R:3:lowdin_charge:R:1
O -1.9908 0.5639 -0.8449 -0.11
C -1.2196 0.9780 -0.0138 -0.65
C 0.3230 0.9728 -0.3896 -0.50
C 0.9346 0.7538 0.9813 -0.54
S -0.4754 -0.1849 1.6393 0.59
N 0.7978 0.0924 -1.4853 -0.01
H -1.5875 1.8233 0.4984 0.07
H 0.4009 1.9388 -0.8683 0.10
H 1.8448 0.3110 1.3359 0.04
H 1.2325 1.5982 1.4709 0.01
H -0.0117 -0.6592 -1.6465 0.10
H 1.6446 -0.3848 -0.9906 0.09
H -0.0281 -2.6021 0.6011 -0.03
H -1.2022 -2.1927 -0.2591 0.02
O -0.6628 -3.0084 -0.0288 -0.17
```

***

DFT (ωB97M-V/def2-TZVPD) results for a cluster of 2 separate species, C3H8NO2S in total at a distorted geometry.

Calculated values
2S+1: 1
Net charge: -1
E_HOMO in eV: -4.4
Energy above the lowest of the compared OMol25 structures with the same formula, charge and spin in kcal/mol: 9.05

The geometry in XYZ format:
```
15
Properties=species:S:1:pos:R:3:lowdin_charge:R:1
C -0.6067 0.8081 -1.8311 -0.20
C -0.6155 1.7944 -0.6819 -0.61
S 1.1120 2.2593 -0.1869 0.57
H 0.0799 -0.0023 -1.5986 0.06
H -0.2184 1.2648 -2.7482 0.05
H -1.6230 0.4537 -2.0140 0.06
H -1.0860 2.7491 -0.9193 0.04
H -1.0548 1.3620 0.2125 0.04
H 1.3153 1.0023 0.3668 -0.15
N 0.6338 -2.5853 1.8973 0.09
C 0.2606 -1.3246 1.4142 -0.84
O -0.9580 -1.1219 1.2273 -0.08
O 1.2103 -0.5039 1.2413 -0.14
H -0.0495 -3.3159 1.8150 0.06
H 1.6002 -2.8398 1.8057 0.06
```

***

Copy entry 1 word for word.
DFT (ωB97M-V/def2-TZVPD) results for a cluster of 2 separate species, C3H8NO2 in total at a distorted geometry.

Calculated values
2S+1: 1
Net charge: +1
E_HOMO in eV: -14.1
Energy above the lowest of the compared OMol25 structures with the same formula, charge and spin in kcal/mol: 101.83

The geometry in XYZ format:
```
14
Properties=species:S:1:pos:R:3:lowdin_charge:R:1
C -1.9441 0.4404 -0.3679 0.09
C -0.5890 0.2623 -0.0022 -0.19
C 0.7990 0.6903 -0.3696 -0.18
N 1.7885 0.4580 0.6444 0.02
O -1.4046 0.3091 0.9774 0.19
O -0.1962 -1.7638 -0.2081 0.05
H -2.5105 1.3225 -0.5471 0.15
H -2.4630 -0.4033 -0.4864 0.09
H 0.7587 1.8124 -0.5371 0.17
H 1.0815 0.0871 -1.3266 0.18
H 2.4772 -0.2265 0.4326 0.07
H 0.7807 -1.8534 -0.0710 0.12
H 2.0239 1.1487 1.3813 0.12
H -0.6021 -2.2838 0.4805 0.11
```

***

Q: Which of these has the highest energy above the lowest of the compared OMol25 structures with the same formula, charge and spin?
A: C3H8NO2P